[1]
{
  "formula": "C35H53BCrN5P2",
  "method": "ωB97M-V/def2-TZVPD",
  "total_energy_ev": -92278.3438,
  "total_charge": 1,
  "s_squared": 6.070,
  "fmax_ha_per_bohr": 0.018,
  "multiplicity": 5,
  "elements": ["Cr", "C", "C", "C", "C", "P", "C", "N", "B", "N", "C", "P", "C", "C", "C", "C", "C", "C", "C", "C", "C", "C", "C", "C", "C", "C", "C", "C", "C", "C", "H", "H", "H", "H", "H", "H", "H", "H", "H", "H", "H", "H", "H", "H", "H", "H", "H", "H", "H", "H", "H", "H", "H", "H", "H", "H", "H", "H", "H", "H", "H", "H", "H", "H", "H", "H", "H", "H", "H", "H", "H", "H", "H", "H", "C", "C", "N", "C", "C", "C", "C", "C", "C", "C", "C", "N", "C", "N", "H", "H", "H", "H", "H", "H", "H", "H", "H"],
  "xyz": [[0.2434, 1.0838, -0.7321], [4.3214, 2.0632, -1.9079], [3.7864, 2.4734, -0.5307], [2.9938, 3.7828, -0.7077], [4.9454, 2.7784, 0.4247], [2.5659, 1.2053, 0.0999], [2.3520, 1.7115, 1.8778], [0.9793, 1.3992, 2.2184], [0.0909, 0.7097, 1.3116], [-1.1632, 0.6376, 2.0196], [-2.3493, 0.0934, 1.3793], [-2.1660, 0.4205, -0.4465], [-2.3885, -1.2124, -1.3071], [-3.8100, -1.7721, -1.3139], [-1.8900, -1.0417, -2.7521], [-1.4510, -2.2173, -0.6119], [-3.5521, 1.6207, -0.7802], [-4.9524, 1.1562, -0.3414], [-3.5776, 1.9990, -2.2667], [-3.1784, 2.8766, 0.0365], [-1.0461, 1.2848, 3.2597], [-1.9781, 1.5331, 4.2523], [-1.5661, 2.2404, 5.3828], [-0.2522, 2.6784, 5.5177], [0.6915, 2.4269, 4.5211], [0.2842, 1.7349, 3.3941], [3.3290, -0.5039, 0.1874], [3.1779, -1.1624, -1.1910], [2.5556, -1.3588, 1.2007], [4.8019, -0.5063, 0.6060], [4.8698, 2.9085, -2.3367], [3.5158, 1.8132, -2.6036], [5.0072, 1.2168, -1.8624], [3.7009, 4.5990, -0.8862], [2.3969, 4.0592, 0.1698], [2.3222, 3.7252, -1.5613], [5.5202, 3.6129, 0.0074], [5.6289, 1.9442, 0.5483], [4.6053, 3.0930, 1.4146], [2.5683, 2.7760, 1.9888], [3.0699, 1.1728, 2.4988], [-3.2598, 0.5311, 1.7775], [-2.4169, -0.9794, 1.5365], [-4.4815, -1.1850, -1.9427], [-4.2389, -1.8296, -0.3100], [-3.7866, -2.7895, -1.7196], [-2.4199, -0.2618, -3.3043], [-2.0214, -1.9856, -3.2922], [-0.8215, -0.8039, -2.7757], [-1.8355, -2.5453, 0.3564], [-0.4474, -1.8157, -0.4488], [-1.3589, -3.1044, -1.2477], [-5.4632, 0.6041, -1.1294], [-5.5611, 2.0383, -0.1186], [-4.9569, 0.5328, 0.5533], [-3.9224, 1.1734, -2.8936], [-2.5939, 2.3218, -2.6285], [-4.2761, 2.8313, -2.4141], [-3.2345, 2.7093, 1.1158], [-3.8865, 3.6761, -0.2088], [-2.1713, 3.2426, -0.1868], [-2.9970, 1.1694, 4.1697], [-2.2782, 2.4377, 6.1744], [0.0450, 3.2189, 6.4078], [1.7179, 2.7625, 4.6336], [2.1282, -1.2131, -1.4928], [3.5490, -2.1915, -1.1430], [3.7329, -0.6446, -1.9755], [1.4894, -1.3925, 0.9909], [2.6907, -1.0077, 2.2281], [2.9468, -2.3804, 1.1459], [5.4605, -0.0670, -0.1433], [5.1176, -1.5460, 0.7486], [4.9612, 0.0109, 1.5561], [-0.3549, 3.2542, -4.5208], [0.0733, 2.3324, -3.5937], [0.1007, 2.5984, -2.2798], [-0.3125, 3.7995, -1.8552], [-0.7908, 4.7842, -2.7115], [-0.8042, 4.4806, -4.0633], [-1.3481, 6.1036, -2.2988], [-1.3772, 6.8167, -1.1775], [-0.8034, 6.6404, 0.1855], [-0.9538, 7.6768, 1.0874], [-0.4064, 7.5161, 2.3477], [0.2472, 6.4105, 2.7055], [0.3343, 5.4710, 1.7656], [-0.1544, 5.5276, 0.5258], [-0.3546, 3.0080, -5.5742], [0.4105, 1.3502, -3.9010], [-0.2472, 3.9924, -0.7923], [-1.1727, 5.2183, -4.7696], [-1.8641, 6.5876, -3.1243], [-1.9067, 7.7599, -1.2758], [-1.4813, 8.5839, 0.8169], [-0.4932, 8.2993, 3.0950], [0.8463, 4.5559, 2.0403]]
}

***

[2]
{
  "formula": "C14H33O5PRuS5",
  "method": "ωB97M-V/def2-TZVPD",
  "total_energy_ev": -91334.0353,
  "relative_energy_kcal_mol": 0.0,
  "total_charge": 1,
  "s_squared": 0.773,
  "fmax_ha_per_bohr": 0.027,
  "multiplicity": 2,
  "elements": ["Ru", "S", "C", "S", "S", "C", "O", "P", "O", "C", "O", "C", "H", "H", "H", "H", "H", "H", "H", "H", "H", "O", "S", "C", "C", "C", "C", "H", "H", "H", "H", "H", "H", "H", "H", "C", "S", "C", "H", "H", "H", "H", "H", "H", "C", "C", "O", "C", "C", "H", "H", "H", "H", "H", "H", "H", "H", "H", "H"],
  "xyz": [[0.7238, 0.4057, 0.4535], [3.6242, -0.2463, 3.8580], [2.4985, -0.0107, 2.7042], [1.1550, -1.0316, 2.2639], [2.4052, 1.3799, 1.6082], [-1.3753, 0.8298, 3.6603], [-1.8719, 1.1419, 2.3526], [-0.9801, 1.6612, 1.1273], [-2.1280, 1.8120, 0.0435], [-3.3154, 1.0172, -0.0625], [-0.7584, 3.2154, 1.3735], [0.1296, 3.8823, 2.2795], [-2.1864, 1.0420, 4.3519], [-0.5101, 1.4451, 3.9131], [-1.0885, -0.2191, 3.7087], [-3.6996, 1.1845, -1.0663], [-4.0440, 1.3599, 0.6698], [-3.0866, -0.0338, 0.0895], [0.5994, 4.6981, 1.7347], [0.8931, 3.2102, 2.6705], [-0.4670, 4.2927, 3.0921], [-0.9400, -1.0152, -0.0160], [-0.6862, -2.5120, -0.2179], [-1.9682, -2.9900, -1.4365], [-3.0720, -3.7470, -0.6947], [-3.0563, -3.2530, 0.7483], [-1.5917, -3.2800, 1.1499], [-1.4988, -3.5549, -2.2395], [-2.3108, -2.0353, -1.8331], [-2.8645, -4.8183, -0.7179], [-4.0324, -3.5909, -1.1847], [-3.6569, -3.8763, 1.4093], [-3.4395, -2.2329, 0.8142], [-1.2125, -4.3010, 1.2364], [-1.3176, -2.7279, 2.0472], [2.1453, 3.3023, -0.8977], [1.0312, 1.9743, -1.3922], [-0.2993, 2.9948, -2.0580], [1.7649, 3.8436, -0.0332], [2.2321, 3.9750, -1.7486], [3.1221, 2.8821, -0.6749], [0.0202, 3.3836, -3.0224], [-0.5316, 3.8078, -1.3724], [-1.1826, 2.3750, -2.1742], [0.4444, -0.7810, -3.0158], [1.7743, -1.2786, -2.4684], [1.9236, -1.0400, -1.0554], [3.1964, -1.5319, -0.5827], [4.3430, -0.5924, -0.8956], [0.0490, -1.4978, -3.7362], [0.5475, 0.1715, -3.5284], [-0.2917, -0.6607, -2.2211], [2.6046, -0.8078, -2.9985], [1.8676, -2.3607, -2.6094], [3.3533, -2.5211, -1.0232], [3.0789, -1.6601, 0.4924], [4.5010, -0.4607, -1.9653], [5.2634, -0.9990, -0.4755], [4.1719, 0.3802, -0.4343]]
}

***

[3]
{
  "formula": "C3H2FO4Sr",
  "method": "ωB97M-V/def2-TZVPD",
  "total_energy_ev": -14868.4951,
  "total_charge": 2,
  "s_squared": 0.752,
  "fmax_ha_per_bohr": 0.035,
  "multiplicity": 2,
  "elements": ["C", "O", "H", "C", "O", "C", "O", "O", "Sr", "F", "H"],
  "xyz": [[-4.7115, 0.7328, -0.7162], [-5.8225, 0.8994, -0.6451], [-2.3999, 1.8684, 1.2133], [-1.4921, 3.5035, -0.2123], [-0.4217, 3.1181, 0.5577], [-0.5427, 2.2932, 1.5810], [-1.6559, 1.7046, 1.8374], [0.4619, 2.1046, 2.2618], [1.5908, 1.0192, 4.1352], [-2.0805, 4.5799, 0.2741], [-1.2968, 3.5146, -1.2848]]
}

***

[4]
{
  "formula": "C5H8N2",
  "method": "ωB97M-V/def2-TZVPD",
  "total_energy_ev": -8290.2133,
  "relative_energy_kcal_mol": 110.3,
  "total_charge": 0,
  "fmax_ha_per_bohr": 0.052,
  "elements": ["C", "C", "C", "C", "N", "N", "C", "H", "H", "H", "H", "H", "H", "H", "H"],
  "xyz": [[-1.5675, -0.4127, 0.1535], [-0.0732, -0.1502, -1.1303], [0.8769, 0.9942, -0.8187], [0.3857, 1.9256, 0.1843], [-0.0064, 2.6949, 0.9551], [1.1585, -0.4064, -0.5371], [1.0178, -0.9557, 0.7829], [-1.7941, -0.5067, 1.2649], [-2.0783, 0.4923, -0.1139], [-2.0005, -1.3162, -0.2650], [-0.3195, -0.5095, -2.1446], [1.6332, 1.4512, -1.4711], [-0.0968, -0.7148, 0.9439], [1.7575, -0.5392, 1.4783], [1.1066, -2.0469, 0.7181]]
}

***

[5]
{
  "formula": "C5H10N2O",
  "method": "ωB97M-V/def2-TZVPD",
  "total_energy_ev": -10351.1596,
  "relative_energy_kcal_mol": 125.5,
  "total_charge": 2,
  "fmax_ha_per_bohr": 0.112,
  "smiles": "C[N@@+]1(O)C=[NH+]C=CC1",
  "elements": ["C", "N", "O", "C", "N", "C", "C", "C", "H", "H", "H", "H", "H", "H", "H", "H", "H", "H"],
  "xyz": [[2.0362, -0.2561, -0.0144], [0.6715, -0.0605, 0.3808], [0.4577, 0.2584, 1.6878], [0.0382, 1.3229, -0.6293], [-1.2784, 1.3032, -0.5109], [-2.0740, 0.2886, -0.1717], [-1.5593, -0.9934, -0.0171], [-0.1409, -1.2628, -0.0253], [2.5923, -1.0562, 0.5811], [2.1070, -0.5323, -1.0666], [2.4342, 0.7842, 0.0217], [0.9062, 1.1282, 1.9359], [0.9250, 1.8844, -0.9097], [-1.8675, 1.9878, -1.0307], [-3.1732, 0.5127, -0.0168], [-2.1777, -1.8197, 0.2621], [0.0978, -2.0815, 0.6787], [0.0049, -1.4080, -1.1556]]
}

***

[6]
{
  "formula": "C6H15ClN2",
  "method": "ωB97M-V/def2-TZVPD",
  "total_energy_ev": -21966.6253,
  "relative_energy_kcal_mol": 0.0,
  "total_charge": 0,
  "fmax_ha_per_bohr": 0.077,
  "smiles": "CCNC(C)(Cl)NCC",
  "elements": ["C", "C", "N", "C", "C", "Cl", "N", "C", "C", "H", "H", "H", "H", "H", "H", "H", "H", "H", "H", "H", "H", "H", "H", "H"],
  "xyz": [[0.5025, -2.7778, 1.6252], [-0.2500, -1.6396, 1.0004], [0.3669, -1.1739, -0.3095], [-0.2850, -0.0497, -0.9347], [-1.7174, -0.3660, -1.4838], [0.8170, 0.3966, -2.4376], [-0.5519, 1.1529, -0.0822], [0.5677, 1.8435, 0.5278], [1.3728, 2.9401, -0.2366], [1.6065, -2.7597, 1.6742], [0.0967, -3.0464, 2.6483], [0.2152, -3.5445, 0.9096], [-1.2547, -2.0377, 0.7823], [-0.3989, -0.6621, 1.4412], [0.4315, -1.8698, -1.0951], [-1.5717, -0.8488, -2.4909], [-2.1060, -1.0747, -0.7408], [-2.2753, 0.5016, -1.5444], [-1.2670, 1.7602, -0.4235], [1.2267, 1.0595, 0.8623], [0.0446, 2.3591, 1.3593], [0.4136, 3.5558, -0.5715], [1.8445, 3.6496, 0.4698], [2.1716, 2.6319, -0.9496]]
}

***

[7]
{
  "formula": "C5H8N2",
  "method": "ωB97M-V/def2-TZVPD",
  "total_energy_ev": -8291.4944,
  "relative_energy_kcal_mol": 80.8,
  "total_charge": 0,
  "fmax_ha_per_bohr": 0.040,
  "elements": ["C", "N", "C", "C", "C", "C", "N", "H", "H", "H", "H", "H", "H", "H", "H"],
  "xyz": [[-2.5509, -0.3304, -0.4227], [-1.2337, 0.3912, -0.1941], [-0.1962, -0.4181, -0.1057], [0.9791, 0.1332, 0.3255], [2.3101, -0.3697, -0.0764], [0.7224, 1.4244, 0.8145], [-0.4842, 1.8795, 0.5876], [-2.9932, -0.1698, -1.4186], [-3.3014, -0.0818, 0.3247], [-2.4037, -1.4297, -0.3547], [-0.2990, -1.4883, -0.2529], [2.6480, 0.1611, -0.9785], [2.2231, -1.4262, -0.3380], [3.0545, -0.2263, 0.7066], [1.5250, 1.9510, 1.3827]]
}

***

Question: What is the formula in the first record?
Answer: C35H53BCrN5P2

***

Question: Which formula does entry 1 have?
Answer: C35H53BCrN5P2